(one)
The following is a DFT calculation (ωB97M-V/def2-TZVPD) of the molecule C2H3N.

```
6
Properties=species:S:1:pos:R:3:lowdin_charge:R:1
C -0.0814 -0.0858 -0.1783 -0.11
C -0.7041 -1.0386 -1.0400 -0.26
H -0.6062 0.8694 -0.1978 0.08
H -0.0752 -0.4822 0.8382 0.09
N -1.0860 -2.0022 -1.7509 0.10
H 0.9483 0.0597 -0.5097 0.09
```

- LUMO: 0.759 eV
- HOMO: -11.19 eV
- Gap between HOMO and LUMO: 0.439 Ha

(two)
The following is a DFT calculation (ωB97M-V/def2-TZVPD) of a cluster of 2 separate species, C2H3N in total.

```
6
Properties=species:S:1:pos:R:3:lowdin_charge:R:1
H 0.4830 -0.9083 0.8743 0.01
C 0.1978 -0.6871 -0.0427 -0.13
N -1.2886 -0.1392 -0.1022 0.10
C -0.3705 0.6564 -0.0922 -0.28
H 0.7110 -1.2751 -0.7999 0.09
H 0.2672 2.3532 0.1627 0.21
```

- LUMO: -0.746 eV
- HOMO: -9.72 eV
- Gap between HOMO and LUMO: 0.330 Ha

Relative energies with respect to the most stable structure, expressed in hartree: (one) 0.0000; (two) 0.1827.

(one)
The following is a DFT calculation (ωB97M-V/def2-TZVPD) of a cluster of 2 separate species, C2H3N in total.

```
6
Properties=species:S:1:pos:R:3:lowdin_charge:R:1
C -0.0674 -0.5816 0.2263 -0.19
H 0.8794 2.0381 0.3243 0.23
H 0.7137 -1.2146 -0.0709 0.04
C -0.0240 0.7919 -0.2401 -0.26
N -0.6113 0.0873 -1.0444 0.07
H -0.8903 -1.1211 0.8047 0.10
```

- LUMO: -0.143 eV
- HOMO: -9.87 eV
- Gap between HOMO and LUMO: 0.358 Ha

(two)
The following is a DFT calculation (ωB97M-V/def2-TZVPD) of a cluster of 2 separate species, C2H3N in total.

```
6
Properties=species:S:1:pos:R:3:lowdin_charge:R:1
H -1.2672 -2.6687 0.7252 0.06
C 0.0888 0.8430 0.0199 -0.09
N 1.1507 -0.2833 -0.6504 0.08
H 0.2554 1.0204 1.1377 0.09
H -0.2036 1.6427 -0.7525 0.09
C -0.0242 -0.5541 -0.4799 -0.24
```

- LUMO (spin up / spin down): 0.252 / -1.411 eV
- HOMO (spin up / spin down): -9.50 / -10.69 eV
- Gap between HOMO and LUMO (spin up / spin down): 0.358 / 0.341 Ha

Relative energies with respect to the most stable structure, expressed in hartree: (one) 0.0000; (two) 0.0734.

(one)
The following is a DFT calculation (ωB97M-V/def2-TZVPD) of a cluster of 2 separate species, C5H16N3 in total.

```
24
Properties=species:S:1:pos:R:3:lowdin_charge:R:1
H 0.6180 0.2843 -1.4546 0.08
H -2.0815 1.2227 2.7345 0.08
C 0.4347 0.9053 1.8376 -0.42
H -0.4517 2.4204 2.8750 0.12
H 1.5813 -0.3577 0.7608 0.11
C 0.7884 -0.6810 -1.9268 -0.33
H -0.7522 -0.3615 -3.4828 0.08
H 2.4614 0.5434 1.8819 0.14
C -0.0647 -1.7230 -1.2099 -0.13
C 0.3349 -0.4748 -3.3621 -0.12
N 1.5985 0.4494 1.3701 0.22
H 0.4844 -2.2028 -0.3790 0.07
N -0.7041 0.4815 1.2822 0.05
H 1.8477 -0.9106 -1.8585 0.11
N 0.4177 1.9757 2.6265 0.22
C -2.0513 0.6484 1.8116 -0.02
H 0.4635 -1.3817 -3.9681 0.08
H -2.6358 1.2041 1.0788 0.10
H -2.4747 -0.3298 2.0288 0.10
H -0.1880 -2.6351 -1.8036 0.09
H 1.2343 2.1430 3.1975 0.14
H -0.6134 -0.2582 0.5978 0.09
H 0.7643 0.4009 -3.8355 0.07
H -1.0116 -1.3628 -0.8021 0.06
```

- LUMO: -2.963 eV
- Net charge: +1
- HOMO: -14.52 eV
- Gap between HOMO and LUMO: 0.425 Ha

(two)
The following is a DFT calculation (ωB97M-V/def2-TZVPD) of a cluster of 2 separate species, C5H16N3 in total.

```
24
Properties=species:S:1:pos:R:3:lowdin_charge:R:1
C 1.0568 -0.5885 0.3101 -0.34
H -1.0959 -1.2778 3.1918 0.06
H -1.5740 0.5755 0.7044 0.14
H 1.6407 -2.4262 -0.6054 0.11
H -0.3503 -2.0266 0.4847 0.09
H 2.8325 -1.5033 0.0143 0.06
C -1.3105 -0.4105 1.2892 -0.17
H 0.1072 -0.2518 3.0803 0.07
H 0.5289 1.9121 -3.2979 0.12
H 0.0037 0.2989 -2.3797 0.03
H -1.9138 2.7413 -2.6070 0.11
H -2.0740 -1.1582 1.1147 0.12
C -1.6644 1.5871 -2.5982 -0.18
H 0.6064 1.2125 0.9516 0.13
H -2.1558 1.4121 -1.5556 0.08
H 0.1497 1.6957 -1.3824 0.07
N -0.1591 -1.1311 0.6276 0.08
H 2.2965 1.0909 0.0423 0.19
C -0.9374 -0.3366 2.7623 -0.09
N 1.4433 0.6964 0.5843 0.19
H -1.2619 0.6762 3.2033 0.12
N 1.9298 -1.5535 -0.2341 0.20
C -0.1591 1.3641 -2.4982 -0.19
H -2.1501 1.2527 -3.3947 0.00
```

- LUMO: -3.005 eV
- Net charge: +1
- HOMO: -14.26 eV
- Gap between HOMO and LUMO: 0.413 Ha

(three)
The following is a DFT calculation (ωB97M-V/def2-TZVPD) of a cluster of 2 separate species, C5H16N3 in total.

```
24
Properties=species:S:1:pos:R:3:lowdin_charge:R:1
H 0.5826 1.2506 3.0411 0.07
H -2.9766 -2.0801 0.8009 0.10
H 1.7531 3.5672 -0.4495 0.08
C 1.8202 2.6250 0.0988 -0.14
H -1.4261 -2.3221 1.6596 0.10
C 1.1825 2.7343 1.4586 -0.30
C -0.5991 -1.1721 -1.0982 -0.43
N -0.4210 -0.1344 -1.9245 0.22
C 1.1186 1.3219 2.0868 -0.13
C -1.9000 -2.1761 0.6943 -0.02
H -1.1026 0.5857 -1.9030 0.13
H 2.8563 2.3287 0.2497 0.08
N -1.4004 -0.9925 -0.0390 0.06
H 1.9213 3.2154 2.0999 0.10
H -1.1783 -0.1881 0.5406 0.14
H 0.2576 -2.9738 -0.7741 0.14
N -0.1216 -2.3651 -1.4780 0.21
H 0.1882 -2.4061 -2.4408 0.14
H 2.0979 1.0094 2.4626 0.08
H -1.7549 -3.0462 0.0702 0.08
H 1.3815 1.8855 -0.5868 0.05
H 0.0457 -0.3365 -2.8040 0.14
H 0.2290 3.2543 1.4633 0.10
H 0.7345 0.5622 1.4046 0.03
```

- LUMO: -3.223 eV
- Net charge: +1
- HOMO: -14.16 eV
- Gap between HOMO and LUMO: 0.402 Ha

(four)
The following is a DFT calculation (ωB97M-V/def2-TZVPD) of a cluster of 2 separate species, C5H16N3 in total.

```
24
Properties=species:S:1:pos:R:3:lowdin_charge:R:1
C -2.5474 -0.4732 0.3284 -0.28
C 0.7884 0.8205 1.5215 0.13
H 3.1425 0.8132 0.6689 0.11
H 0.4969 -0.5937 -0.0172 0.11
N 1.2162 0.1372 0.5047 0.00
H -3.6095 -0.3875 0.0058 0.13
H 2.9099 -0.5553 -0.4459 0.11
H -0.1460 0.5621 2.0146 0.08
N -0.4995 -1.7104 -0.4890 0.02
C 2.5463 0.3737 -0.1052 -0.21
H 2.2116 0.7267 -2.2224 0.09
H -2.5443 -2.0035 -1.1784 0.14
C -1.8700 -1.1612 -0.8464 -0.21
H 1.6660 2.0805 -1.0797 0.10
N -1.8520 0.7671 0.6295 -0.04
C 2.4595 1.3057 -1.2935 -0.07
H -2.1071 1.3891 -0.1507 0.09
H -0.1009 -2.0884 -1.3203 0.09
H -1.7757 -0.4929 -1.6459 0.09
H -2.3339 1.2321 1.4253 0.10
H 1.4900 1.5391 1.9281 0.11
H -2.3733 -1.1084 1.2181 0.12
H 3.3963 1.8328 -1.4613 0.08
H -0.6354 -2.4958 0.1156 0.10
```

- LUMO: -3.618 eV
- Net charge: +1
- HOMO: -13.63 eV
- Gap between HOMO and LUMO: 0.368 Ha

Relative energies with respect to the most stable structure, expressed in hartree: (one) 0.0000; (two) 0.0926; (three) 0.0111; (four) 0.0495.

(one)
The following is a DFT calculation (ωB97M-V/def2-TZVPD) of a cluster of 8 separate species, C8H31O8 in total.

```
47
Properties=species:S:1:pos:R:3:lowdin_charge:R:1
H -2.8033 -3.0803 -2.8181 0.08
H -6.2729 4.9302 -2.4133 0.06
H -4.5208 5.0931 -1.9457 0.07
C -0.8949 6.5745 2.2616 -0.20
H -1.1028 0.8397 -0.0051 0.01
C -0.7472 0.4967 0.9665 -0.49
H 0.6221 -6.2530 3.5669 0.06
H 2.8731 2.8474 -4.0792 0.07
H -5.2002 3.9833 -3.2137 0.07
H 3.1201 0.0859 7.1656 0.07
H -1.1382 5.6280 1.7790 0.08
H 4.7378 0.3459 5.5282 0.06
C 3.5696 -5.1268 -1.8067 -0.16
H -0.4020 1.1996 1.7247 0.01
H 1.5020 -4.8832 5.1686 0.05
H 2.2262 1.2208 -4.1533 0.08
H 3.5988 0.1012 4.3176 0.08
H 2.9596 0.9744 -6.1506 0.08
O 2.8659 1.9006 -5.9159 -0.11
C 3.8315 -0.2266 5.3307 -0.18
H -0.6357 -5.2668 3.1499 0.08
H 4.4493 -5.3019 -1.1873 0.07
O 0.5907 -4.6863 4.9399 -0.14
O -5.4378 3.3335 -1.2538 -0.12
H -0.0032 6.3016 2.8258 0.07
H -5.8180 3.7716 -0.4889 0.06
C -5.3302 4.4175 -2.2223 -0.15
O -1.9985 6.8442 3.0360 -0.12
H -2.0797 -2.0957 -4.0826 0.07
C 0.3683 -5.1930 3.5678 -0.12
H 4.3367 -6.4093 -2.9169 0.06
C 2.2956 2.1617 -4.6992 -0.20
H 4.1121 -1.2780 5.3932 0.07
H 1.0474 -4.6079 2.9477 0.08
H -2.1859 6.0725 3.5754 0.08
H -4.0438 -1.2664 -4.6834 0.07
C -3.0094 -2.5596 -3.7532 -0.17
H 0.1837 0.0511 0.6160 -0.01
O -1.7391 -0.3254 1.5412 -0.52
H 2.7754 -5.7925 -1.4688 0.07
O 3.9564 -5.5500 -3.1135 -0.14
O 2.8010 -0.0207 6.2665 -0.11
H 1.3212 2.6475 -4.7504 0.08
H 3.2630 -4.0811 -1.7828 0.08
O -4.1844 -1.7646 -3.8749 -0.11
H -3.1064 -3.4198 -4.4156 0.06
H -0.7528 7.3665 1.5262 0.08
```

- LUMO: 2.341 eV
- Net charge: -1
- HOMO: -1.50 eV
- Gap between HOMO and LUMO: 0.141 Ha

(two)
The following is a DFT calculation (ωB97M-V/def2-TZVPD) of a cluster of 8 separate species, C8H31O8 in total.

```
47
Properties=species:S:1:pos:R:3:lowdin_charge:R:1
H 9.6556 2.2973 -4.0610 0.07
H 11.0389 -1.8793 -8.2792 0.07
H 5.8959 3.1113 -5.3420 0.06
H 4.5785 1.0599 -2.1413 0.07
O 12.1208 -3.2376 -7.0689 -0.14
H 3.8929 -1.3544 -5.8194 0.06
H 4.4393 2.7056 -6.1948 0.07
O 5.8256 3.3777 -7.4255 -0.12
H 4.5798 1.1273 -3.9212 0.07
H 10.6013 1.4378 -2.7775 0.07
O 8.9534 2.4507 -2.0955 -0.14
H 9.7238 -4.0042 -5.0285 0.06
O 8.1424 -4.5785 -3.8081 -0.12
O 4.1048 -0.7236 -3.0681 -0.13
H 8.0544 0.3706 -9.3798 0.04
C 4.8165 0.5061 -3.0512 -0.16
O 4.3951 -0.1023 -7.4055 -0.13
H 9.3207 -2.8552 -3.6541 0.08
C 7.6387 0.4962 -6.3903 -0.40
H 2.6390 -1.0604 -7.0516 0.07
H 8.6571 -5.0009 -3.1166 0.06
H 8.3323 -2.9246 -5.0358 0.07
C 10.8997 -2.5724 -7.4538 -0.14
H 9.6177 0.4825 -11.7624 0.06
C 3.7123 -1.2038 -6.8948 -0.20
H 5.8833 0.3044 -3.1509 0.07
O 7.1423 0.4196 -7.6609 -0.38
H 6.7761 3.4699 -7.3316 0.07
H 4.9143 4.4792 -5.8985 0.06
C 9.6130 1.7237 -3.1373 -0.15
H 9.0811 0.7902 -3.3461 0.07
H 5.3167 -0.0686 -7.0814 0.03
H 10.0968 0.1386 -10.1332 0.06
C 8.9474 -3.5640 -4.3999 -0.16
C 9.2666 -0.0057 -10.8439 -0.23
H 3.3808 -0.6463 -3.6928 0.06
H 6.8650 0.5963 -5.5857 0.04
H 3.9782 -2.1512 -7.3900 0.07
H 8.2229 -0.4397 -6.1663 0.03
H 10.1700 -3.3511 -7.6656 0.08
H 11.9693 -4.1831 -7.0399 0.06
O 8.0887 0.5588 -10.3515 -0.14
H 10.5760 -1.9836 -6.5936 0.07
C 5.2266 3.4598 -6.1398 -0.18
H 9.2129 -1.0785 -11.0884 0.06
H 8.3933 1.3176 -6.2430 0.04
H 8.4628 3.1890 -2.4611 0.06
```

- LUMO: 2.608 eV
- Net charge: -1
- HOMO: -3.46 eV
- Gap between HOMO and LUMO: 0.223 Ha

Relative energies with respect to the most stable structure, expressed in hartree: (one) 0.1149; (two) 0.0000.